Density functional theory data (ωB97M-V/def2-TZVPD) for the molecule C3H3N3O2 in a non-equilibrium geometry.

Bonds (Å) are listed after each position.
Geometry (Å):
1 O -2.3791 1.3893 -0.4208  C2 1.231
2 C -1.1664 1.5387 -0.2697  O1 1.231, N3 1.466, H9 1.065
3 N -0.2999 0.3830 -0.0187  C2 1.466, C4 1.445, O8 1.430
4 C -0.6028 -1.0216 0.1351  N3 1.445, N5 1.265, H10 1.175
5 N 0.2779 -1.9161 0.2885  C4 1.265, N6 1.316
6 N 1.5170 -1.5048 0.1210  N5 1.316, C7 1.326
7 C 1.7677 -0.2048 0.2018  N6 1.326, O8 1.284, H11 1.051
8 O 1.0535 0.8444 0.0076  N3 1.430, C7 1.284
9 H -0.7320 2.4283 0.1235  C2 1.065
10 H -1.7645 -1.1977 0.1362  C4 1.175
11 H 2.6456 0.2923 -0.0929  C7 1.051

Summary:
**HOMO-LUMO gap**: 8.5 eV
**Net charge**: 0
**Highest occupied orbital energy**: -0.327 hartree
**Energy relative to the best compared isomer or geometry (same formula, charge and spin)**: 154.8 kcal per mole
**Total energy**: -11719.2456 eV
**SMILES**: O=CN1C=NN=CO1
**F_max**: 6.6 eV/A

Population analysis type Mulliken, resulting atomic charges in e: number 1, O, carries -0.49; number 2, C, carries 0.10; number 3, N, carries 0.14; number 4, C, carries 0.15; number 5, N, carries -0.31; number 6, N, carries -0.38; number 7, C, carries 0.02; number 8, O, carries -0.29; number 9, H, carries 0.36; number 10, H, carries 0.33; number 11, H, carries 0.38

***

Density functional theory data (ωB97M-V/def2-TZVPD) for the molecule C3H3N3O2 in a non-equilibrium geometry.

Bonds (Å) are listed after each position.
Geometry (Å):
1 H 1.2837 -1.9954 1.7023  N2 1.049
2 N 0.9574 -2.2940 0.7516  H1 1.049, C3 1.250
3 C 0.5192 -1.2603 0.2014  N2 1.250, N4 1.438, O9 1.363
4 N 0.5157 0.0568 0.7795  C3 1.438, C5 1.291
5 C -0.1426 0.9473 0.1160  N4 1.291, O6 1.352, C7 1.447
6 O -0.3564 2.2044 0.5645  C5 1.352, H10 0.970
7 C -0.6833 0.6465 -1.1915  C5 1.447, N8 1.282, H11 1.062
8 N -0.6247 -0.5259 -1.7065  C7 1.282, O9 1.313
9 O -0.0022 -1.4707 -1.0400  C3 1.363, N8 1.313
10 H -0.2138 2.3040 1.5189  O6 0.970
11 H -1.2530 1.3872 -1.6961  C7 1.062

Summary:
**HOMO-LUMO gap**: 9.4 eV
**Net charge**: 0
**Highest occupied orbital energy**: -0.358 hartree
**Energy relative to the best compared isomer or geometry (same formula, charge and spin)**: 78.1 kcal per mole
**Total energy**: -11722.5714 eV
**SMILES**: [H]/N=c1\nc(O)cno1
**F_max**: 2.1 eV/A

Population analysis type Mulliken, resulting atomic charges in e: number 1, H, carries 0.29; number 2, N, carries -0.62; number 3, C, carries 0.50; number 4, N, carries -0.53; number 5, C, carries 0.78; number 6, O, carries -0.49; number 7, C, carries -0.24; number 8, N, carries -0.31; number 9, O, carries -0.16; number 10, H, carries 0.36; number 11, H, carries 0.41

***

Density functional theory data (ωB97M-V/def2-TZVPD) for the molecule C3H3N3O2 in a non-equilibrium geometry.

Bonds (Å) are listed after each position.
Geometry (Å):
1 C -1.4396 1.4967 1.7369  C2 1.394, N4 1.137
2 C -0.6275 0.7160 0.9159  C1 1.394, C3 1.886, N5 1.311
3 C 1.2050 1.0716 0.6433  C2 1.886, N6 1.313, O7 1.193
4 N -2.1776 1.9784 2.4551  C1 1.137
5 N -1.0935 -0.2897 0.2153  C2 1.311, O8 1.402
6 N 1.6264 0.1346 -0.1747  C3 1.313, H10 1.035, H11 1.020
7 O 1.5514 2.0542 1.2246  C3 1.193
8 O -2.4453 -0.6617 0.2171  N5 1.402, H9 1.039
9 H -3.1283 0.0522 0.5390  O8 1.039
10 H 0.8832 -0.3441 -0.7123  N6 1.035
11 H 2.4227 0.3723 -0.7654  N6 1.020

Summary:
**2S+1**: 3
**HOMO-LUMO gap (spin up / spin down)**: 7.8 / 6.8 eV
**Net charge**: 0
**Highest occupied orbital energy (spin up / spin down)**: -0.268 / -0.378 hartree
**Energy relative to the best compared isomer or geometry (same formula, charge and spin)**: 15.0 kcal per mole
**Total energy**: -11718.0738 eV
**F_max**: 7.9 eV/A

Population analysis type Mulliken, resulting atomic charges in e: number 1, C, carries 0.35; number 2, C, carries 0.19; number 3, C, carries 0.40; number 4, N, carries -0.39; number 5, N, carries -0.39; number 6, N, carries -0.38; number 7, O, carries -0.47; number 8, O, carries -0.28; number 9, H, carries 0.36; number 10, H, carries 0.34; number 11, H, carries 0.28

***

Density functional theory data (ωB97M-V/def2-TZVPD) for the molecule C3H3N3OS in a non-equilibrium geometry.

Bonds (Å) are listed after each position.
Geometry (Å):
1 O -3.0290 0.0029 0.1011  C2 1.358, H9 1.044
2 C -1.6711 0.0190 0.0973  O1 1.358, N3 1.314, N8 1.442
3 N -0.7477 -0.9073 -0.0323  C2 1.314, C4 1.452
4 C 0.4628 -0.1236 -0.1979  N3 1.452, C5 1.324, N7 1.412
5 C 1.7077 -0.5683 -0.1296  C4 1.324, S6 1.680, H10 1.143
6 S 3.1824 0.2025 0.0984  C5 1.680, H11 1.438
7 N 0.1371 1.2505 -0.1997  C4 1.412, N8 1.274
8 N -1.1243 1.3450 -0.0483  C2 1.442, N7 1.274
9 H -3.3817 -0.9740 0.2029  O1 1.044
10 H 1.9779 -1.6599 -0.3336  C5 1.143
11 H 2.4858 1.4131 0.4416  S6 1.438

Summary:
**HOMO-LUMO gap**: 8.0 eV
**Net charge**: 0
**Highest occupied orbital energy**: -0.333 hartree
**Energy relative to the best compared isomer or geometry (same formula, charge and spin)**: 71.9 kcal per mole
**Total energy**: -20510.2603 eV
**SMILES**: OC1=N/C(=C/S)N=N1
**F_max**: 4.0 eV/A

Population analysis type Mulliken, resulting atomic charges in e: number 1, O, carries -0.47; number 2, C, carries 0.58; number 3, N, carries -0.56; number 4, C, carries 0.32; number 5, C, carries -0.01; number 6, S, carries -0.16; number 7, N, carries -0.19; number 8, N, carries -0.37; number 9, H, carries 0.39; number 10, H, carries 0.26; number 11, H, carries 0.20

***

Density functional theory data (ωB97M-V/def2-TZVPD) for the molecule C3H3N3S in a non-equilibrium geometry.

Bonds (Å) are listed after each position.
Geometry (Å):
1 H 1.4178 -1.9648 1.6208  N2 1.041
2 N 0.5705 -1.3743 1.4921  H1 1.041, C3 1.263
3 C 0.6390 -0.7443 0.3992  N2 1.263, N4 1.443, C7 1.552
4 N 1.8161 -0.6138 -0.4254  C3 1.443, C5 1.299
5 C 1.4105 0.1546 -1.3915  N4 1.299, N6 1.389, H9 1.096
6 N 0.1295 0.6675 -1.2330  C5 1.389, C7 1.359, H10 1.029
7 C -0.4481 0.2580 -0.0725  C3 1.552, N6 1.359, S8 1.671
8 S -1.9069 0.6957 0.6157  C7 1.671
9 H 2.0430 0.5462 -2.1968  C5 1.096
10 H -0.1704 1.5220 -1.7217  N6 1.029

Summary:
**HOMO-LUMO gap**: 7.8 eV
**Net charge**: 0
**Highest occupied orbital energy**: -0.330 hartree
**Energy relative to the best compared isomer or geometry (same formula, charge and spin)**: 19.4 kcal per mole
**Total energy**: -18464.2401 eV
**SMILES**: [H]/N=C1\N=CNC1=S
**F_max**: 2.3 eV/A

Population analysis type Mulliken, resulting atomic charges in e: number 1, H, carries 0.31; number 2, N, carries -0.52; number 3, C, carries 0.49; number 4, N, carries -0.54; number 5, C, carries -0.07; number 6, N, carries -0.08; number 7, C, carries 0.02; number 8, S, carries -0.24; number 9, H, carries 0.36; number 10, H, carries 0.28

***

Density functional theory data (ωB97M-V/def2-TZVPD) for a cluster of 2 separate species, C3H3N3S in total in a non-equilibrium geometry.

Bonds (Å) are listed after each position.
Geometry (Å):
1 N -1.3808 1.8423 -0.6743  C2 1.223, H5 1.063
2 C -1.1737 0.8149 -0.0436  N1 1.223, C3 1.313
3 C -1.5860 -0.1418 0.7552  C2 1.313, N4 1.225
4 N -1.1002 -1.0097 1.4701  C3 1.225, H6 1.104
5 H -2.3778 2.2013 -0.7594  N1 1.063
6 H -1.5497 -1.7660 2.1363  N4 1.104
7 N 2.3466 0.1221 -1.1716  C8 1.180, H10 0.946
8 C 2.2639 -0.8206 -0.4659  N7 1.180, S9 1.543
9 S 2.6970 -2.0434 0.3694  C8 1.543
10 H 1.8606 0.8008 -1.6162  N7 0.946

Summary:
**HOMO-LUMO gap**: 8.0 eV
**Net charge**: 0
**Highest occupied orbital energy**: -0.305 hartree
**Energy relative to the best compared isomer or geometry (same formula, charge and spin)**: 99.6 kcal per mole
**Total energy**: -18460.7630 eV
**SMILES**: N=C=C=N.N=C=S
**F_max**: 3.3 eV/A

Population analysis type Mulliken, resulting atomic charges in e: number 1, N, carries -0.50; number 2, C, carries 0.38; number 3, C, carries -0.06; number 4, N, carries -0.35; number 5, H, carries 0.26; number 6, H, carries 0.27; number 7, N, carries -0.29; number 8, C, carries 0.36; number 9, S, carries -0.34; number 10, H, carries 0.27

***

Which value of net charge does entry 3 give?
0